Formula: CH5PS2
Source: OMol25
Level of theory: ωB97M-V with the def2-TZVPD basis set

Its spin multiplicity is 1. The value obtained for the HOMO energy is -8.827 eV. The total energy comes out at -1178.78347 Eh. The total charge is 0. Its SMILES is CP=S.S.

Atoms and positions in Å:
C 1.435 -1.362 -1.080
P 0.262 -0.148 -0.347
S 1.254 0.905 0.890
H 0.948 -2.095 -1.796
H 2.248 -1.856 -0.352
H 2.032 -0.764 -1.630
S -2.087 3.445 1.591
H -0.872 3.006 2.000
H -2.409 2.976 2.772

---

Formula: CH5PS3
Source: OMol25
Level of theory: ωB97M-V with the def2-TZVPD basis set

Its spin multiplicity is 1. The value obtained for the HOMO energy is -8.873 eV. The total energy comes out at -1577.03861 Eh. The total charge is 0. Its SMILES is CP(=S)(S)S.

Atoms and positions in Å:
C 0.859 0.146 0.787
P -0.378 -0.130 -0.606
S 0.587 -0.388 -2.295
S -1.797 -1.533 0.036
S -1.478 1.600 -0.458
H 0.300 0.358 1.639
H 1.475 -0.650 0.996
H 1.533 0.810 0.313
H -0.743 -2.403 0.395
H -0.356 2.190 -0.807

---

Formula: CH6Cl2Si2
Source: OMol25
Level of theory: ωB97M-V with the def2-TZVPD basis set

Its spin multiplicity is 1. The value obtained for the HOMO energy is -10.204 eV. The total energy comes out at -1541.12211 Eh. The total charge is 0. Its SMILES is C[Si]([SiH3])(Cl)Cl.

Atoms and positions in Å:
C 0.907 -1.195 -0.794
Si -0.464 -0.569 0.277
Si -0.414 1.780 0.422
Cl -0.269 -1.441 2.252
Cl -2.111 -1.368 -0.414
H 0.851 -2.323 -0.938
H 0.860 -0.955 -1.827
H 2.024 -0.783 -0.470
H -0.086 2.407 1.880
H -1.744 2.421 0.384
H 0.445 2.024 -0.773